Molecular formula: C44H53Cl8F5O2
Method: DFT, ωB97M-V with the def2-TZVPD basis set

Computed properties:
E ... -6039.6907 Ha
Multiplicity ... 1

XYZ file:
```
112
C44H53Cl8F5O2 | the OMol25 dataset | ωB97M-V with the def2-TZVPD basis set
C 7.504 15.291 16.677
C 6.417 15.240 17.716
O 5.895 14.197 18.029
C 5.856 16.573 18.230
H 7.940 14.260 16.510
H 8.347 15.917 16.858
H 7.146 15.627 15.721
H 5.663 16.501 19.334
H 4.984 16.858 17.719
H 6.596 17.356 18.191
C 10.914 16.841 20.962
C 11.081 17.733 19.782
O 10.329 17.597 18.818
C 12.187 18.721 19.683
H 10.128 16.128 20.665
H 10.660 17.433 21.831
H 11.807 16.242 21.129
H 12.709 18.867 20.590
H 11.958 19.679 19.222
H 13.020 18.190 19.150
Cl 14.124 9.518 12.493
C 14.276 10.814 13.778
C 13.373 11.983 13.595
Cl 13.424 12.715 12.025
H 15.375 11.059 13.801
H 14.087 10.249 14.690
H 13.790 12.724 14.322
H 12.261 11.860 13.843
Cl 8.034 11.298 15.790
C 6.838 11.319 17.128
C 7.435 11.556 18.472
Cl 8.401 10.186 19.109
H 6.238 10.381 16.994
H 6.127 12.161 16.958
H 6.605 11.666 19.203
H 8.119 12.536 18.529
Cl 18.580 13.666 21.983
C 17.935 13.795 20.299
C 16.795 14.759 20.201
Cl 16.895 16.329 21.114
H 17.724 12.776 19.956
H 18.745 14.226 19.716
H 15.887 14.326 20.549
H 16.701 14.991 19.131
Cl 9.892 12.932 12.858
C 9.513 11.765 11.546
C 10.194 10.429 11.701
Cl 9.360 9.289 12.903
H 9.890 12.137 10.616
H 8.407 11.607 11.480
H 11.164 10.642 12.083
H 10.142 9.842 10.758
F 18.557 12.586 16.095
C 17.456 12.236 16.790
C 17.590 11.096 17.556
C 16.527 10.736 18.351
C 15.334 11.444 18.267
C 15.242 12.685 17.514
C 16.341 13.108 16.793
H 18.508 10.557 17.566
H 16.624 9.929 19.073
H 14.489 11.261 18.932
H 14.405 13.367 17.629
H 16.443 13.967 16.194
F 13.342 16.131 24.210
C 13.506 14.814 24.311
C 12.527 14.017 24.893
C 12.635 12.664 24.859
C 13.861 12.062 24.445
C 14.853 12.919 23.991
C 14.677 14.292 23.797
H 11.629 14.455 25.303
H 11.869 12.022 25.233
H 14.111 10.992 24.606
H 15.728 12.489 23.557
H 15.502 14.966 23.454
F 13.740 9.579 20.841
C 13.848 8.741 19.822
C 12.807 8.736 18.872
C 12.994 7.862 17.782
C 14.073 6.999 17.665
C 15.095 7.064 18.641
C 14.966 7.906 19.711
H 12.017 9.459 18.823
H 12.266 7.885 16.977
H 14.287 6.308 16.862
H 15.928 6.437 18.549
H 15.638 7.889 20.549
F 7.046 18.647 14.514
C 8.335 18.293 14.673
C 9.052 18.585 15.861
C 10.409 18.323 15.953
C 11.107 17.818 14.902
C 10.451 17.604 13.684
C 9.084 17.787 13.649
H 8.506 18.962 16.689
H 10.880 18.536 16.901
H 12.137 17.675 15.010
H 10.868 17.156 12.801
H 8.517 17.430 12.782
F 13.328 15.769 19.389
C 12.749 14.693 18.842
C 12.172 14.811 17.578
C 11.479 13.793 17.044
C 11.398 12.578 17.719
C 11.948 12.446 18.962
C 12.622 13.499 19.583
H 12.322 15.729 16.999
H 11.085 13.863 16.007
H 10.849 11.746 17.270
H 11.799 11.501 19.460
H 12.902 13.326 20.587
```

These are the Löwdin partial charges, in e, on atoms 1 to 6:
1. C -0.003
2. C -0.452
3. O 0.051
4. C -0.003
5. H 0.076
6. H 0.056

Molecular formula: C44H53EuFN2O3S3Si
Method: DFT, ωB97M-V with the def2-TZVPD basis set

Computed properties:
E ... -4337.8270 Ha
Multiplicity ... 7
Net charge ... +1
ΔE to the lowest compared entry with this formula, charge and spin ... 0.200 eV
Expectation value of S² ... 12.03

XYZ file:
```
108
C44H53EuFN2O3S3Si | the OMol25 dataset | ωB97M-V with the def2-TZVPD basis set
Eu 0.233 -0.072 0.603
C -5.947 2.656 -0.698
C -6.680 1.373 -1.097
C -7.739 1.073 -0.023
C -7.351 1.632 -2.453
C -5.783 0.146 -1.216
C -6.417 -1.061 -1.550
C -5.719 -2.234 -1.704
C -4.350 -2.216 -1.504
S -3.230 -3.524 -1.669
C -1.929 -2.409 -1.279
N -2.309 -1.182 -1.025
C -3.674 -1.034 -1.154
C -4.411 0.149 -1.024
C -0.566 -2.898 -1.287
C -0.299 -4.103 -1.950
C 0.986 -4.597 -2.006
C 2.005 -3.896 -1.380
C 1.729 -2.714 -0.710
C 0.441 -2.144 -0.624
H -6.620 3.504 -0.813
H -5.083 2.833 -1.332
H -5.638 2.616 0.345
H -8.276 1.978 0.252
H -7.266 0.667 0.871
H -8.468 0.352 -0.376
H -8.125 2.389 -2.346
H -7.808 0.733 -2.857
H -6.616 1.994 -3.170
H -7.484 -1.079 -1.702
H -6.215 -3.146 -1.989
H -3.882 1.058 -0.792
H -1.098 -4.641 -2.444
H 1.194 -5.510 -2.541
H 3.017 -4.275 -1.417
H 2.563 -2.214 -0.217
O -1.511 -0.229 2.060
S -2.784 -0.004 2.823
C -2.864 1.835 2.931
C -2.943 2.329 1.498
C -2.751 3.833 1.326
C -1.422 4.343 1.850
S 0.054 3.565 1.016
O 0.102 2.138 1.468
C 1.174 4.435 2.140
C 1.268 5.816 2.072
C 2.034 6.485 3.011
C 2.704 5.772 3.994
C 2.622 4.389 4.033
C 1.852 3.712 3.101
C -2.374 -0.236 4.567
C -1.159 0.169 5.091
C -0.902 -0.043 6.434
C -1.865 -0.637 7.236
C -3.075 -1.051 6.701
C -3.332 -0.852 5.355
H -1.952 2.154 3.431
H -3.730 2.120 3.527
H -3.921 2.057 1.102
H -2.183 1.805 0.905
H -3.555 4.370 1.838
H -2.824 4.062 0.262
H -1.310 4.188 2.921
H -1.333 5.407 1.643
H 0.741 6.358 1.302
H 2.101 7.560 2.980
H 3.290 6.299 4.732
H 3.150 3.840 4.795
H 1.774 2.633 3.112
H -0.415 0.626 4.452
H 0.041 0.267 6.858
H -1.666 -0.784 8.286
H -3.810 -1.530 7.328
H -4.266 -1.156 4.906
C 2.868 0.010 4.628
Si 2.676 -1.107 3.077
C 4.076 -2.414 3.092
C 1.057 -2.130 3.253
N 2.413 -0.152 1.660
C 3.415 0.335 0.890
C 4.799 0.260 1.170
C 5.756 0.690 0.280
C 5.416 1.263 -0.939
C 4.075 1.415 -1.242
C 3.144 0.965 -0.338
F 1.763 1.131 -0.693
H 2.946 -0.593 5.525
H 2.020 0.678 4.750
H 3.759 0.626 4.566
H 3.957 -3.095 3.930
H 5.066 -1.977 3.174
H 4.058 -3.007 2.182
H 1.004 -2.576 4.242
H 1.017 -2.945 2.530
H 0.155 -1.522 3.138
H 5.099 -0.170 2.109
H 6.798 0.566 0.534
H 6.173 1.584 -1.636
H 3.747 1.858 -2.170
C -0.046 0.488 -3.360
C -0.485 1.694 -2.540
O -0.991 1.306 -1.256
H 0.387 0.816 -4.302
H -0.896 -0.155 -3.583
H 0.699 -0.097 -2.812
H -1.260 2.262 -3.073
H 0.362 2.360 -2.354
H -1.653 0.597 -1.430
```

These are the Löwdin partial charges, in e, on atoms 1 to 6:
1. Eu 1.948
2. C -0.057
3. C -0.550
4. C -0.040
5. C -0.036
6. C -0.165

Molecular formula: C44H54BCuN4P2S2
Method: DFT, ωB97M-V with the def2-TZVPD basis set

Computed properties:
E ... -5072.5757 Ha
Multiplicity ... 2
Net charge ... -1
Expectation value of S² ... 0.76

XYZ file:
```
108
C44H54BCuN4P2S2 | the OMol25 dataset | ωB97M-V with the def2-TZVPD basis set
Cu 0.550 0.507 -0.027
C -2.714 -1.508 -2.870
P -1.789 0.072 -2.463
C -2.671 0.372 -0.893
C -2.661 1.278 -3.560
C -3.901 1.860 -3.220
C -4.728 2.508 -4.074
C -4.290 2.691 -5.402
C -2.988 2.350 -5.729
C -2.215 1.610 -4.871
P -0.631 0.855 -5.499
C -0.532 1.188 -7.274
C 0.537 2.138 -4.818
H -3.789 -1.292 -3.001
H -2.528 -2.072 -1.979
H -2.426 -1.960 -3.840
H -3.623 -0.188 -0.948
H -2.736 1.473 -0.679
H -2.067 -0.105 -0.146
H -4.227 1.692 -2.209
H -5.688 2.706 -3.569
H -4.879 3.152 -6.183
H -2.582 2.567 -6.681
H -0.373 2.258 -7.515
H -1.390 0.723 -7.804
H 0.382 0.654 -7.525
H 0.272 3.085 -5.162
H 1.500 1.875 -5.198
H 0.515 2.119 -3.739
S 2.478 1.041 -1.094
C 2.439 2.745 -0.772
C 3.619 3.479 -0.824
C 3.712 4.771 -0.348
C 4.969 5.358 -0.139
N 5.917 5.990 -0.062
C 2.535 5.460 0.082
C 1.341 4.824 -0.015
C 1.256 3.437 -0.349
S -0.301 2.649 -0.150
C 2.564 6.761 0.757
N 2.538 7.717 1.407
H 4.513 2.910 -1.091
H 0.379 5.326 0.140
C 2.207 -4.006 -0.732
C 1.178 -2.953 -1.031
C 1.298 -2.421 -2.461
C -0.194 -3.541 -0.719
C -0.803 -4.467 -1.536
C -1.999 -5.051 -1.204
C -2.722 -4.580 -0.105
C -2.168 -3.633 0.718
C -2.992 -3.006 1.820
C -3.361 -4.107 2.811
C -4.234 -2.299 1.261
C -0.866 -3.190 0.469
N -0.157 -2.358 1.435
B 0.369 -0.949 1.415
N 0.945 -0.849 2.765
C 0.709 -2.064 3.484
C 0.113 -2.963 2.646
C 1.623 0.289 3.336
C 2.976 0.281 3.509
C 3.684 1.423 3.838
C 3.062 2.616 4.135
C 1.667 2.612 3.994
C 0.940 1.435 3.633
C -0.571 1.595 3.425
C -1.473 0.670 4.260
C -1.139 3.023 3.601
C 3.790 -1.016 3.204
C 5.253 -1.048 3.741
C 3.785 -1.343 1.725
H 3.200 -3.599 -0.993
H 1.877 -4.846 -1.371
H 2.309 -4.201 0.365
H 1.341 -2.099 -0.365
H 1.079 -3.304 -3.151
H 2.322 -2.082 -2.590
H 0.655 -1.589 -2.700
H -0.310 -4.726 -2.465
H -2.325 -5.929 -1.748
H -3.724 -4.943 0.120
H -2.361 -2.268 2.348
H -3.628 -5.071 2.446
H -4.076 -3.631 3.483
H -2.526 -4.266 3.493
H -4.790 -3.042 0.714
H -3.864 -1.553 0.513
H -4.820 -1.855 2.079
H 1.239 -2.289 4.380
H 0.007 -4.017 2.848
H 4.743 1.313 3.934
H 3.618 3.492 4.369
H 1.124 3.506 4.167
H -0.736 1.413 2.334
H -1.359 1.009 5.299
H -1.229 -0.397 4.235
H -2.507 0.837 3.880
H -0.902 3.413 4.592
H -2.228 2.949 3.483
H -0.811 3.749 2.858
H 3.247 -1.816 3.714
H 5.904 -0.406 3.175
H 5.591 -2.041 3.509
H 5.285 -0.754 4.840
H 4.431 -0.570 1.235
H 2.782 -1.240 1.313
H 4.237 -2.327 1.560
```

These are the Löwdin partial charges, in e, on atoms 1 to 6:
1. Cu 0.029
2. C -0.259
3. P 0.898
4. C -0.345
5. C -0.361
6. C -0.128

Molecular formula: C44H55BaCl3N7O4P2S
Method: DFT, ωB97M-V with the def2-TZVPD basis set

Computed properties:
E ... -4881.0340 Ha
Multiplicity ... 1
Net charge ... -1
ΔE to the lowest compared entry with this formula, charge and spin ... 1.604 eV

XYZ file:
```
117
C44H55BaCl3N7O4P2S | the OMol25 dataset | ωB97M-V with the def2-TZVPD basis set
Ba -0.336 0.975 0.111
N -2.040 -1.432 3.679
C -2.469 -0.191 3.031
C -2.123 -0.150 1.530
O -1.257 -0.994 1.127
N -2.641 0.707 0.705
C -3.292 1.889 1.201
C -2.269 3.055 1.237
O -2.711 4.205 1.195
O -1.039 2.703 1.304
H -1.135 -1.640 3.265
H -2.633 -2.177 3.334
H -1.959 0.647 3.518
H -3.541 -0.064 3.176
H -3.709 1.804 2.213
H -4.109 2.188 0.546
C -3.186 3.097 -2.014
P -1.397 2.660 -2.157
C -1.574 1.765 -3.777
N -1.575 2.435 -4.899
C -1.768 1.757 -6.058
C -1.766 2.449 -7.288
C -1.975 1.767 -8.455
C -2.200 0.374 -8.441
C -2.209 -0.317 -7.261
C -1.994 0.366 -6.045
N -1.996 -0.324 -4.875
C -1.767 0.332 -3.767
P -1.707 -0.552 -2.129
C -3.524 -0.848 -2.005
C -1.073 -2.324 -2.410
C 0.451 -2.254 -2.226
C -1.672 -3.138 -1.252
C -1.389 -3.016 -3.732
C -0.621 4.335 -2.532
C -0.527 5.026 -1.165
C -1.380 5.247 -3.497
C 0.792 4.062 -3.063
H -3.565 3.516 -2.945
H -3.304 3.811 -1.195
H -3.747 2.198 -1.760
H -1.593 3.518 -7.272
H -1.970 2.296 -9.399
H -2.361 -0.148 -9.376
H -2.367 -1.388 -7.224
H -3.869 -1.543 -2.773
H -4.050 0.098 -2.120
H -3.735 -1.231 -1.007
H 0.707 -1.758 -1.287
H 0.919 -1.694 -3.034
H 0.875 -3.263 -2.215
H -1.660 -2.564 -0.322
H -1.079 -4.045 -1.095
H -2.701 -3.437 -1.467
H -0.871 -2.547 -4.562
H -2.457 -3.009 -3.954
H -1.060 -4.061 -3.664
H -1.508 5.275 -0.759
H 0.047 5.952 -1.269
H -0.028 4.395 -0.427
H -2.366 5.513 -3.108
H -1.497 4.784 -4.471
H -0.812 6.177 -3.617
H 1.329 3.347 -2.432
H 1.365 4.993 -3.089
H 0.749 3.658 -4.077
C 3.560 2.004 0.681
C 3.492 1.590 -0.765
C 4.562 1.559 -1.651
C 4.025 1.190 -2.903
C 2.662 1.018 -2.698
C 1.648 0.691 -3.753
N 2.324 1.249 -1.393
H 4.262 2.832 0.797
H 3.907 1.190 1.328
H 2.578 2.322 1.033
H 5.594 1.801 -1.426
H 4.555 1.072 -3.840
H 1.879 -0.246 -4.268
H 1.595 1.472 -4.520
H 0.666 0.606 -3.291
Cl -1.155 -2.209 8.853
C 0.170 -2.170 7.736
C -0.070 -2.134 6.374
C 1.012 -2.121 5.510
C 2.325 -2.141 5.968
C 3.483 -2.096 4.991
C 3.754 -0.657 4.522
N 2.632 -0.003 3.885
C 1.830 0.973 4.438
C 0.911 1.291 3.483
N 1.120 0.518 2.367
C 2.149 -0.247 2.640
O 3.318 -2.873 3.817
C 3.154 -4.279 4.023
C 1.790 -4.822 3.700
C 1.207 -4.731 2.469
Cl 1.856 -4.005 1.067
S -0.341 -5.482 2.417
C -0.220 -5.926 4.069
C 0.951 -5.514 4.619
C 2.522 -2.145 7.347
Cl 4.130 -2.099 8.020
C 1.461 -2.167 8.237
H -1.073 -2.104 5.965
H 0.835 -2.088 4.442
H 4.391 -2.433 5.498
H 4.583 -0.701 3.815
H 4.048 -0.059 5.383
H 1.998 1.350 5.434
H 0.131 2.038 3.496
H 2.596 -0.965 1.971
H 3.414 -4.532 5.055
H 3.878 -4.762 3.362
H -1.029 -6.462 4.541
H 1.220 -5.686 5.654
H 1.639 -2.174 9.303
```

These are the Löwdin partial charges, in e, on atoms 1 to 6:
1. Ba 1.772
2. N 0.017
3. C -0.182
4. C -0.701
5. O -0.314
6. N -0.166

> Which value of E does entry 4 give?

-4881.0340 Ha

> Number 3 is which compound?

C44H54BCuN4P2S2

> Among the records above, which one has the highest E?

C44H53EuFN2O3S3Si

> Look up the multiplicity of the fourth one.

1